Model 1:
DFT (ωB97M-V/def2-TZVPD) results for a 2-piece molecular cluster, C4H9NO overall.

Calculated values
orbital gap: 0.3821 hartree
lowest unoccupied orbital energy: 0.0264 Eh
E_HOMO: -0.356 Ha
SMILES: C=CCO.C=N

Geometry as ORCA input:
```
! RIJCOSX wB97M-V def2-TZVPD def2/J DEFGRID3
* xyz 0 1
C -0.594 -1.181 -1.861
C 0.522 -1.760 -1.427
C 1.415 -1.009 -0.485
O 1.959 -1.855 0.530
H -1.328 -1.760 -2.406
H -0.787 -0.127 -1.711
H 0.802 -2.754 -1.746
H 2.274 -0.571 -1.010
H 0.836 -0.194 -0.052
H 2.232 -1.278 1.243
C -1.763 2.243 1.813
N -1.183 3.260 1.338
H -2.690 1.951 1.325
H -1.410 1.632 2.644
H -0.282 3.403 1.805
*
```

Model 2:
DFT (ωB97M-V/def2-TZVPD) results for the molecule C4H9NO.

Calculated values
orbital gap: 0.2837 hartree
lowest unoccupied orbital energy: 0.0232 Eh
E_HOMO: -0.261 Ha

Geometry as ORCA input:
```
! RIJCOSX wB97M-V def2-TZVPD def2/J DEFGRID3
* xyz 0 1
C -1.867 0.078 -0.055
N -0.541 0.194 0.572
C 0.390 -0.956 0.310
C 1.308 -0.054 -0.542
O 2.662 -0.031 -0.135
C 0.510 1.143 -0.067
H -2.469 -0.691 0.444
H -2.371 1.045 0.013
H -1.725 -0.177 -1.107
H -0.135 -1.777 -0.187
H 0.858 -1.312 1.230
H 1.317 -0.341 -1.604
H 2.667 0.723 0.478
H -0.674 0.386 1.564
H -0.001 1.738 -0.833
*
```

Top of the stability list: model 1, leading by 118.3 kJ/mol.

Model 1:
DFT (ωB97M-V/def2-TZVPD) results for a 2-piece molecular cluster, C4H9NO overall.

Calculated values
orbital gap: 0.3851 hartree
lowest unoccupied orbital energy: 0.0353 Eh
E_HOMO: -0.350 Ha
SMILES: C1C[C@H]2N[C@@H]12.O

Geometry as ORCA input:
```
! RIJCOSX wB97M-V def2-TZVPD def2/J DEFGRID3
* xyz 0 1
C -0.475 0.375 1.026
C 0.901 -0.309 0.784
C 1.117 0.622 -0.408
N -0.002 0.358 -1.329
C -0.195 1.267 -0.185
H -1.366 -0.251 0.925
H -0.497 0.935 1.965
H 1.604 -0.137 1.603
H 0.898 -1.373 0.524
H 2.051 1.038 -0.774
H 0.134 0.921 -2.168
H -0.503 2.295 -0.346
O -1.585 -2.086 -0.620
H -1.000 -2.319 0.110
H -1.104 -1.364 -1.068
*
```

Model 2:
DFT (ωB97M-V/def2-TZVPD) results for the molecule C4H9NO.

Calculated values
orbital gap: 0.3854 hartree
lowest unoccupied orbital energy: 0.0414 Eh
E_HOMO: -0.344 Ha
SMILES: CN1C[C@H]1CO

Geometry as ORCA input:
```
! RIJCOSX wB97M-V def2-TZVPD def2/J DEFGRID3
* xyz 0 1
C -1.927 0.608 -0.093
N -0.531 0.361 -0.430
C -0.223 -1.058 -0.523
C 0.333 -0.243 0.577
C 1.804 0.133 0.515
O 2.217 0.393 -0.804
H -2.532 0.325 -0.961
H -2.278 0.012 0.767
H -2.105 1.666 0.116
H -1.029 -1.751 -0.285
H 0.422 -1.336 -1.352
H -0.078 -0.388 1.579
H 2.392 -0.721 0.871
H 2.023 0.986 1.178
H 1.530 0.962 -1.186
*
```

Top of the stability list: model 2, leading by 42.7 kJ/mol.

Model 1:
DFT (ωB97M-V/def2-TZVPD) results for the molecule C4H9NO.

Calculated values
orbital gap: 0.3897 hartree
lowest unoccupied orbital energy: 0.0410 Eh
E_HOMO: -0.349 Ha
SMILES: CC[C@@H]1ON1C

Geometry as ORCA input:
```
! RIJCOSX wB97M-V def2-TZVPD def2/J DEFGRID3
* xyz 0 1
C -0.031 1.975 0.481
C 0.127 1.337 -0.879
C 0.412 -0.157 -0.637
O -0.279 -1.099 -1.434
N -0.780 -1.122 -0.034
C -0.294 -2.259 0.740
H 0.250 1.345 1.303
H -1.056 2.328 0.636
H 0.500 2.816 0.523
H 1.055 1.730 -1.427
H -0.701 1.360 -1.716
H 1.360 -0.468 -0.285
H -1.098 -2.979 0.592
H 0.511 -2.921 0.426
H 0.022 -1.886 1.711
*
```

Model 2:
DFT (ωB97M-V/def2-TZVPD) results for the molecule C4H9NO.

Calculated values
orbital gap: 0.3864 hartree
lowest unoccupied orbital energy: 0.0293 Eh
E_HOMO: -0.357 Ha
SMILES: CC(C)C(N)=O

Geometry as ORCA input:
```
! RIJCOSX wB97M-V def2-TZVPD def2/J DEFGRID3
* xyz 0 1
C -1.372 -0.192 0.988
C 0.173 -0.169 0.530
C 0.756 1.321 0.311
C 0.406 -1.149 -0.593
N 0.181 -0.637 -1.909
O 1.169 -2.188 -0.431
H -1.741 0.068 2.029
H -1.758 -1.189 0.738
H -1.941 0.540 0.408
H 0.744 -0.416 1.413
H 1.173 1.607 1.253
H 1.654 1.297 -0.336
H -0.051 1.999 -0.037
H -0.059 0.376 -1.833
H 0.663 -1.267 -2.531
*
```

Top of the stability list: model 2, leading by 309.7 kJ/mol.

Model 1:
DFT (ωB97M-V/def2-TZVPD) results for the molecule C6H11NS.

Calculated values
orbital gap: 0.2844 hartree
lowest unoccupied orbital energy: -0.0317 Eh
E_HOMO: -0.316 Ha
SMILES: C=C(C)C(=S)CNC

Geometry as ORCA input:
```
! RIJCOSX wB97M-V def2-TZVPD def2/J DEFGRID3
* xyz 0 1
C 1.822 -1.411 -0.197
C 1.645 -0.052 -0.134
C 2.599 0.935 0.313
C 0.305 0.395 -0.534
S -0.011 2.040 -0.450
C -0.822 -0.614 -0.503
N -2.171 -0.261 -0.614
C -2.892 0.242 0.664
H 1.245 -2.091 -0.762
H 2.856 -1.632 0.113
H 3.499 0.360 0.195
H 2.277 2.012 -0.186
H 2.310 1.003 1.612
H -0.672 -1.247 0.332
H -0.631 -1.251 -1.387
H -2.300 0.491 -1.230
H -2.615 -0.577 1.496
H -3.955 0.366 0.390
H -2.490 1.292 0.879
*
```

Model 2:
DFT (ωB97M-V/def2-TZVPD) results for the molecule C6H11NS.

Calculated values
orbital gap: 0.3634 hartree
lowest unoccupied orbital energy: 0.0332 Eh
E_HOMO: -0.330 Ha
SMILES: C[C@]12CN1CC[C@@H]2S

Geometry as ORCA input:
```
! RIJCOSX wB97M-V def2-TZVPD def2/J DEFGRID3
* xyz 0 1
C -0.112 2.166 -0.250
C 0.133 0.707 0.103
C 1.525 0.369 0.514
N 1.048 -0.086 -0.746
C 0.566 -1.478 -0.766
C -0.349 -1.602 0.435
C -0.948 -0.164 0.710
S -2.575 0.041 -0.148
H -0.362 2.747 0.647
H 0.786 2.569 -0.705
H -0.916 2.266 -0.977
H 2.274 1.158 0.476
H 1.705 -0.422 1.260
H -0.021 -1.559 -1.685
H 1.381 -2.205 -0.844
H 0.217 -1.963 1.303
H -1.135 -2.339 0.263
H -1.095 0.012 1.776
H -2.122 -0.217 -1.367
*
```

Top of the stability list: model 2, leading by 258.8 kJ/mol.